Entry 1:
C15H56N14O13 | ωB97M-V with the def2-TZVPD basis set

Geometry as XYZ:
```
98
Properties=species:S:1:pos:R:3:lowdin_charge:R:1
C 3.96412 -0.27548 2.17369 -0.06
C 3.31164 -0.31023 0.77012 -0.27
O 2.63824 -1.51808 0.68756 -0.09
H 4.64460 -1.12022 2.19133 0.08
H 3.36746 -0.26937 3.04155 0.03
H 4.64124 0.54752 2.34604 0.08
H 4.00365 -0.26993 -0.05333 0.11
H 2.66523 0.52909 0.70393 0.08
H 2.34862 -1.71965 -0.18100 0.03
C -0.79292 -0.72028 0.22753 -0.07
C -0.33693 0.36465 -0.74271 -0.24
O -0.00750 1.54674 0.05338 -0.13
H -1.19308 -1.53159 -0.24289 0.02
H -1.62748 -0.48301 0.91383 0.06
H 0.02995 -0.95114 0.88423 0.06
H -1.10523 0.48896 -1.49065 0.07
H 0.60584 -0.03589 -1.23347 0.11
H -0.04206 2.33194 -0.57834 0.05
C 4.15357 0.31672 -3.51126 -0.56
O 4.54686 1.46614 -4.26532 -0.17
N 4.69749 -0.91327 -3.59993 0.14
N 3.16692 0.30615 -2.67036 0.16
H 5.39793 -0.99386 -4.34915 0.12
H 4.34512 -1.73509 -3.20914 0.07
H 2.71568 1.22468 -2.56884 0.06
H 2.84459 -0.53933 -2.24661 0.05
C 1.01169 2.14211 3.26191 -0.56
O 2.15276 2.29694 2.46397 -0.12
N 1.12238 2.09930 4.60627 0.16
N -0.16088 2.00339 2.75054 0.15
H 2.06209 2.37183 4.83877 0.10
H 0.33170 2.13907 5.35175 0.17
H -0.16899 2.04255 1.73763 0.08
H -0.92496 2.44171 3.23594 0.16
C -2.93383 -3.11268 0.68295 -0.64
O -3.83799 -2.03897 0.92830 -0.13
N -2.69801 -3.66371 -0.42492 0.16
N -2.30817 -3.67423 1.67705 0.16
H -3.15920 -3.26593 -1.26419 0.14
H -1.96742 -4.37191 -0.57738 0.13
H -2.19791 -3.08752 2.57890 0.08
H -1.63169 -4.38591 1.50455 0.08
C 0.54562 5.33573 0.52029 -0.66
O -0.39073 5.62182 1.48584 -0.11
N 1.23246 4.24613 0.45076 0.15
N 0.75173 6.03461 -0.56216 0.12
H 1.18209 3.52085 1.21736 0.10
H 2.10835 4.34815 -0.00534 0.12
H 0.21337 6.92265 -0.73555 0.15
H 1.45340 5.84671 -1.34452 0.16
C 0.64290 -3.04857 2.99983 -0.62
O 0.70611 -4.02606 2.02246 -0.11
N 0.00703 -3.30502 4.12268 0.13
N 1.27769 -1.95976 2.97279 0.14
H -0.27799 -4.27273 4.20667 0.14
H 0.03531 -2.63155 4.87917 0.13
H 1.89954 -1.85340 2.12552 0.10
H 1.58299 -1.26971 3.70986 0.16
C 0.31820 2.79145 -2.64028 -0.61
O 1.67382 2.56518 -2.44839 -0.11
N -0.35182 2.10847 -3.48077 0.20
N -0.37213 3.57492 -1.84154 0.14
H 0.19870 1.39995 -3.97653 0.15
H -1.28000 1.83993 -3.24677 0.06
H 0.15788 4.11304 -1.03646 0.10
H -1.38408 3.82485 -1.90680 0.16
C -2.10109 -0.82408 3.50767 -0.53
O -3.16895 -0.01026 3.23608 -0.10
N -2.38384 -2.06842 3.94480 0.09
N -0.82700 -0.38857 3.48604 0.17
H -3.39069 -2.26725 4.22032 0.17
H -1.65898 -2.69601 4.34772 0.07
H -0.55594 0.53871 3.07552 0.04
H -0.01040 -0.93562 3.41437 0.00
C -3.54428 1.12924 0.14007 -0.21
O -4.68380 0.91184 0.88071 -0.08
H -3.23486 0.28373 -0.54928 0.07
H -2.69975 1.40401 0.81748 0.08
H -3.66537 1.95783 -0.57562 0.07
H -4.42433 0.49403 1.66364 0.00
C -1.09335 -1.62374 -3.41929 -0.11
O -0.56464 -2.86021 -4.02251 -0.13
H -1.66794 -1.03313 -4.08602 0.03
H -0.35714 -0.95796 -3.03672 0.04
H -1.67895 -1.88641 -2.50024 0.09
H -1.17040 -3.57368 -3.69155 0.09
C -3.30484 0.86686 -4.49302 -0.18
O -2.96016 0.82518 -3.15563 -0.14
H -2.64025 1.62680 -4.99281 0.10
H -4.37367 1.12946 -4.79536 0.11
H -3.11384 -0.10410 -4.96385 0.07
H -3.74542 0.44589 -2.79044 0.08
C 1.08745 -3.13098 -1.27145 -0.11
O 1.54379 -2.06439 -2.09353 -0.16
H 0.32073 -3.68152 -1.69647 0.06
H 0.77964 -2.81684 -0.33159 0.04
H 1.89782 -3.76455 -1.14773 0.08
H 1.78492 -2.32569 -3.01164 0.12
```

Values from the calculation:
Energy above the lowest of the compared OMol25 structures with the same formula, charge and spin, kcal/mol: 84.91
Highest occupied orbital energy, eV: -8.49
Multiplicity: 1

=====

Entry 2:
C6H11N3 | ωB97M-V with the def2-TZVPD basis set

Geometry as XYZ:
```
20
Properties=species:S:1:pos:R:3:lowdin_charge:R:1
C 1.13439 1.26572 0.71210 -0.24
C -2.05035 1.21369 0.14056 -0.15
C -1.28018 0.20557 1.04001 -0.15
C -0.81015 1.24018 -0.79198 -0.14
C -0.03138 0.48791 0.31715 -0.32
C 1.41521 -1.03143 -1.24803 -0.13
N 2.13887 1.77170 0.95790 0.16
N 1.97488 -1.28217 1.00452 -0.03
N 0.98363 -1.11375 0.10492 -0.22
H -2.97066 1.12593 -0.51620 0.11
H -2.16565 2.24035 0.72498 0.14
H -1.15816 0.43231 2.14193 0.13
H -1.39218 -0.87610 1.01872 0.11
H -1.11694 0.57316 -1.64006 0.12
H -0.40705 2.20275 -1.18663 0.12
H 2.27849 -1.68137 -1.36998 0.09
H 0.52239 -1.26489 -1.94544 0.11
H 1.57154 -0.04997 -1.54188 0.04
H 1.61741 -1.35434 1.98530 0.11
H 2.78983 -0.42824 0.79808 0.16
```

Values from the calculation:
Energy above the lowest of the compared OMol25 structures with the same formula, charge and spin, kcal/mol: 118.76
Highest occupied orbital energy, eV: -8.23
Multiplicity: 1

=====

Entry 3:
C46H41F21O26Zr | ωB97M-V with the def2-TZVPD basis set

Geometry as XYZ:
```
135
Properties=species:S:1:pos:R:3:lowdin_charge:R:1
Zr 1.77602 2.21898 -1.42325 2.10
C 4.43842 5.14463 -3.44513 0.04
C 3.82806 3.98167 -2.76951 -0.24
C 4.07547 2.55438 -3.33053 -0.34
O 3.26203 1.72753 -2.88874 -0.16
C 5.03027 2.36024 -4.33855 0.01
C 5.63450 3.42776 -4.91961 -0.32
C 5.37889 4.85298 -4.42181 -0.32
O 6.02760 5.91191 -4.80474 -0.01
O 6.30137 3.20778 -6.02273 -0.02
O 2.97619 3.95864 -1.80766 -0.19
H 4.21306 6.19098 -3.30107 0.11
H 5.25028 1.32622 -4.55946 0.12
C 0.86072 5.21665 1.78948 0.12
C 0.19263 6.52541 1.69038 -0.23
C -0.47867 6.90247 0.31690 -0.24
O -0.96749 8.06268 0.39458 0.07
C -0.50168 5.92847 -0.78847 0.09
C 0.16128 4.82965 -0.61094 -0.35
C 0.97198 4.46500 0.63961 -0.25
O 1.58946 3.29606 0.70060 -0.10
O 0.21456 4.02014 -1.60809 -0.08
O -0.09885 7.38006 2.60876 0.05
H 1.36062 5.05449 2.73299 0.13
H -1.10965 6.09551 -1.66533 0.15
C -0.95075 -0.32937 0.85536 0.00
C -0.01787 0.25679 -0.04186 -0.32
C 1.31001 -0.46213 -0.35122 -0.30
O 2.11886 0.16923 -1.01121 -0.11
C 1.57279 -1.73752 0.31814 0.00
C 0.60836 -2.27073 1.11439 -0.32
C -0.69445 -1.52752 1.41726 -0.31
O -1.66170 -1.98594 2.17254 -0.04
O 0.81623 -3.52929 1.40585 -0.04
O -0.06512 1.34322 -0.60834 -0.13
H -1.88714 0.20632 0.90645 0.10
H 2.46355 -2.27123 0.02133 0.12
C -3.62597 0.68906 -3.20732 -0.03
C -2.14472 1.07398 -3.10248 -0.21
O -1.35682 0.72577 -4.23424 0.04
C 0.01906 0.88798 -4.16648 -0.20
O 0.65230 1.41360 -3.22040 -0.02
C 0.89664 0.51992 -5.41814 -0.47
F 1.47364 1.66513 -5.86294 0.18
F 1.77009 -0.40216 -4.92716 0.16
F 0.16156 -0.01772 -6.40727 0.16
H -3.83147 0.34010 -4.21929 0.08
H -4.30636 1.45971 -2.84501 0.08
H -3.73161 -0.22370 -2.62097 0.08
H -1.70246 0.56055 -2.24872 0.10
H -1.98409 2.12832 -2.87737 0.12
C -5.92786 -2.48208 1.67568 -0.05
C -5.01146 -1.31220 2.08405 -0.25
O -5.84151 -0.45280 2.77045 -0.02
C -6.38066 0.51377 1.93988 -0.25
O -6.18857 0.52156 0.67503 0.08
C -7.27837 1.58846 2.68923 -0.57
F -8.49146 1.44734 2.29282 0.21
F -7.16987 1.37282 4.02396 0.15
F -6.95455 2.81349 2.27129 0.17
H -6.71246 -2.22305 0.96476 0.08
H -6.42483 -2.79726 2.59317 0.08
H -5.32732 -3.31045 1.29984 0.08
H -4.39433 -0.92624 1.27269 0.12
H -4.35455 -1.75592 2.83216 0.12
C 1.57188 -5.36270 -1.69735 -0.07
C 0.59046 -4.28586 -1.88761 -0.25
O -0.05768 -4.37228 -3.15202 0.01
C -0.70563 -3.20983 -3.66666 -0.23
O -0.63522 -2.04638 -3.23842 0.14
C -1.37817 -3.58723 -5.01228 -0.54
F -2.72337 -3.45484 -4.95262 0.14
F -0.98857 -2.76096 -6.00493 0.16
F -1.24099 -4.86736 -5.28837 0.18
H 1.87041 -5.43596 -0.65159 0.09
H 2.34747 -5.22810 -2.45131 0.09
H 1.16253 -6.33176 -1.98275 0.08
H 1.02983 -3.30064 -1.73144 0.11
H -0.16986 -4.55198 -1.15331 0.11
C 0.28398 -6.86198 2.01773 -0.04
C -0.85574 -6.42556 1.07427 -0.23
O -1.86606 -7.33305 1.15434 0.05
C -1.92245 -8.27545 0.24052 -0.32
O -0.95224 -8.68403 -0.46648 0.11
C -3.33453 -8.82154 0.12116 -0.60
F -3.70618 -8.81035 -1.09840 0.22
F -3.38838 -10.10374 0.56641 0.15
F -4.23691 -8.07152 0.74233 0.18
H 1.13582 -6.18947 2.11874 0.07
H 0.50891 -7.92834 1.99810 0.07
H -0.15589 -6.89339 3.01454 0.07
H -0.43286 -6.28955 0.07889 0.10
H -1.22608 -5.45047 1.39072 0.13
C 6.45212 -0.81587 -0.96291 -0.05
C 5.74475 -0.36690 0.25013 -0.22
O 6.04753 0.96397 0.63310 0.06
C 5.19510 1.92622 0.26287 -0.28
O 4.09885 1.83627 -0.33535 0.05
C 5.86462 3.23480 0.60720 -0.50
F 6.51845 3.06265 1.75715 0.18
F 6.56620 3.64934 -0.48527 0.17
F 4.86523 4.12799 0.78723 0.15
H 7.52292 -0.61235 -0.95441 0.09
H 6.03342 -0.52669 -1.92685 0.08
H 6.37253 -1.90232 -1.00016 0.09
H 5.99058 -1.03224 1.07777 0.12
H 4.66379 -0.47625 0.16260 0.12
C -3.35525 2.92315 4.71106 -0.04
C -3.65555 1.79257 3.71298 -0.14
O -3.96697 2.46230 2.44766 0.02
C -2.99131 2.77314 1.60878 -0.33
O -1.74843 2.66324 1.77971 0.11
C -3.46033 3.16982 0.23210 -0.57
F -3.17733 2.15687 -0.56743 0.19
F -4.74170 3.43861 0.20465 0.21
F -2.71946 4.21093 -0.18908 0.17
H -2.51017 3.51444 4.35847 0.06
H -2.92579 2.52386 5.62988 0.08
H -4.13441 3.68418 4.75410 0.09
H -4.51156 1.21013 4.05374 0.11
H -2.80930 1.14103 3.49514 0.12
C 0.71532 2.30412 4.69779 -0.02
C 0.41167 1.07928 3.73916 -0.21
O 1.29395 0.06035 3.94441 0.02
C 2.46632 -0.13991 3.29275 -0.25
O 2.83070 0.46661 2.23898 0.11
C 3.38716 -1.24724 3.90023 -0.51
F 3.67644 -1.03200 5.19769 0.16
F 2.87370 -2.44036 3.72171 0.20
F 4.58855 -1.20704 3.21471 0.11
H 0.32379 2.18796 5.70839 0.07
H 0.18654 3.17192 4.30358 0.05
H 1.76627 2.59279 4.71461 0.08
H 0.45255 1.39690 2.69726 0.10
H -0.55775 0.68783 4.04754 0.12
```

Values from the calculation:
Net charge: -1
Highest occupied orbital energy (alpha / beta), eV: -5.66 / -5.63
Multiplicity: 2

=====

Entry 4:
C30H17Co2NO7 | ωB97M-V with the def2-TZVPD basis set

Geometry as XYZ:
```
57
Properties=species:S:1:pos:R:3:lowdin_charge:R:1
C 0.41087 -3.87992 2.65091 -0.15
C -0.61182 -3.34530 1.85454 -0.12
C -0.80855 -1.97061 1.78328 -0.06
C 0.01836 -1.08654 2.53242 -0.22
C -0.24591 0.31010 2.60040 -0.20
C -1.58946 0.86720 2.37407 -0.36
O -1.73508 2.01189 1.94356 0.01
C -2.82844 0.04114 2.73445 -0.15
C -2.82363 -0.86469 3.79950 -0.04
C -3.95792 -1.62217 4.09213 -0.09
C -5.13117 -1.44394 3.35176 -0.12
C -5.16572 -0.49217 2.32462 -0.10
C -4.02722 0.26358 2.03691 -0.03
C 0.75810 1.24092 2.89498 -0.25
N 1.61554 1.97946 3.20632 0.12
C 1.12723 -1.63989 3.23044 -0.04
C 1.28683 -3.01913 3.32515 -0.12
H 0.53262 -4.96117 2.74019 0.08
H -1.27907 -4.00692 1.30033 0.09
H -1.60303 -1.56023 1.15540 0.11
H -1.91308 -0.97378 4.39115 0.12
H -3.91127 -2.34178 4.90788 0.09
H -6.01103 -2.04865 3.57372 0.09
H -6.07775 -0.32113 1.75243 0.09
H -4.05042 1.03964 1.27211 0.11
H 1.81499 -0.96575 3.74925 0.10
H 2.09280 -3.42420 3.94338 0.09
O 4.40999 2.20536 0.85189 0.15
C 4.97013 3.11062 0.40179 -0.13
Co 6.00481 4.36164 -0.30194 0.03
C 6.58287 5.10881 1.29017 -0.16
O 7.23436 5.22477 2.23896 0.10
C 7.50246 3.47923 -0.60214 -0.12
O 8.45366 2.86423 -0.81963 0.11
C 5.40741 5.56081 -1.50780 -0.23
C 5.22398 4.26222 -1.92204 -0.26
C 4.92009 3.39588 -2.91906 -0.12
C 3.82090 2.46146 -2.88828 -0.25
C 3.74031 1.41985 -3.85628 -0.08
C 2.73479 0.46314 -3.81300 -0.14
C 1.78216 0.48493 -2.78093 -0.13
C 1.81716 1.53696 -1.84950 -0.08
C 2.79318 2.54055 -1.91470 -0.05
Co 4.59002 6.29312 0.16179 0.01
C 3.66166 7.49718 -0.65492 -0.20
O 3.02041 8.31092 -1.16697 0.09
C 5.10870 7.31486 1.49513 -0.22
O 5.41128 8.03375 2.34944 0.07
C 3.28888 5.19960 0.66818 -0.16
O 2.32390 4.62616 0.96095 0.11
H 5.83165 6.32456 -2.17802 0.07
H 5.59384 3.33980 -3.78484 0.10
H 4.52145 1.37626 -4.61192 0.09
H 2.70479 -0.32852 -4.55982 0.08
H 1.01515 -0.29506 -2.70032 0.09
H 1.05327 1.59175 -1.06441 0.11
H 2.76799 3.42141 -1.24358 0.09
```

Values from the calculation:
Energy above the lowest of the compared OMol25 structures with the same formula, charge and spin, kcal/mol: 4.62
Net charge: -2
Highest occupied orbital energy, eV: -1.07
Multiplicity: 1